(1)
54
Properties=species:S:1:pos:R:3:lowdin_spin:R:1 method="wB97M-V/def2-TZVPD" charge=0 e_lumo_ev="0.242 / 0.243" spin_multiplicity=5 gap_ev="8.5 / 8.5"
O 0.362 0.148 -4.414 0.00
C 0.236 1.449 -5.066 0.00
C 0.007 0.855 -6.459 0.00
H 1.167 2.023 -4.978 0.00
H -0.615 2.021 -4.679 0.00
C 0.202 -0.500 -5.715 0.00
H 0.794 1.079 -7.183 0.00
H -1.000 1.002 -6.857 0.00
C 1.454 -1.221 -6.171 0.00
H 2.318 -0.547 -6.187 0.00
H 1.304 -1.611 -7.188 0.00
H 1.672 -2.067 -5.508 0.00
C -1.010 -1.404 -5.763 0.00
H -1.917 -0.871 -5.455 0.00
H -0.857 -2.265 -5.100 0.00
H -1.159 -1.780 -6.784 0.00
Pm -0.016 -0.056 3.353 4.07
C -2.193 -0.618 4.728 -0.01
C -2.009 0.781 4.919 0.00
C -2.231 1.426 3.664 -0.01
H -1.796 1.280 5.867 0.00
C -2.534 0.419 2.698 0.00
C -2.523 -0.843 3.360 -0.01
H -2.753 -1.808 2.900 0.00
H -2.094 -1.381 5.504 0.00
H -2.246 2.504 3.494 0.00
H -2.769 0.594 1.645 0.00
C 1.130 -1.805 5.012 -0.01
C 0.319 -2.552 4.109 -0.01
C 0.886 -2.445 2.806 0.00
H -0.588 -3.101 4.366 0.00
C 2.052 -1.623 2.902 0.00
C 2.202 -1.230 4.267 -0.01
H 3.015 -0.627 4.677 0.00
H 0.993 -1.729 6.092 0.00
H 0.520 -2.933 1.901 0.00
H 2.731 -1.373 2.084 0.00
O 0.193 0.469 1.104 0.00
C -0.150 -0.438 -0.010 0.00
C -0.389 0.456 -1.216 0.00
H -1.016 -1.037 0.297 0.00
H 0.710 -1.101 -0.162 0.00
C 0.449 1.710 -0.939 0.00
H -1.448 0.740 -1.278 0.00
H -0.128 -0.032 -2.154 0.00
C 0.447 1.836 0.578 0.00
H 0.043 2.608 -1.401 0.00
H 1.467 1.571 -1.323 0.00
H -0.377 2.474 0.924 0.00
H 1.383 2.188 1.029 0.00
F 0.626 3.217 3.964 0.00
C 1.248 2.008 4.264 -0.01
F 2.557 2.161 3.824 0.00
F 1.331 1.982 5.658 0.00

---

(2)
15
Properties=species:S:1:pos:R:3:lowdin_charge:R:1 method="wB97M-V/def2-TZVPD" charge=+1 e_lumo_ev=-3.746 gap_ev=8.3
C 3.139 -0.714 0.775 -0.46
S 1.468 -1.073 1.311 0.43
S 0.258 -0.871 -0.378 0.34
H 3.570 -1.687 0.545 0.03
H 3.022 -0.031 -0.065 0.03
H 3.789 -0.245 1.512 0.05
H 0.888 -1.507 -1.353 -0.16
N -1.642 1.620 0.192 0.17
C -2.575 1.820 -0.706 -0.16
N -2.699 1.017 -1.735 0.20
H -1.137 0.721 0.083 -0.03
H -1.707 1.835 1.177 0.15
H -3.217 2.694 -0.720 0.17
H -3.425 1.129 -2.426 0.14
H -2.122 0.188 -1.804 0.11

---

(3)
36
Properties=species:S:1:pos:R:3:lowdin_charge:R:1 method="wB97M-V/def2-TZVPD" charge=0 e_lumo_ev=0.808 gap_ev=11.2
C -0.576 3.168 2.436 -0.11
C -1.484 2.234 1.574 -0.26
C -1.725 0.837 2.213 -0.21
C -0.418 0.070 2.581 -0.20
C 0.481 -0.259 1.349 -0.22
C 0.162 -1.633 0.695 -0.19
C -1.036 -1.577 -0.315 -0.21
C -0.735 -2.285 -1.677 -0.26
C -0.082 -1.296 -2.733 -0.31
Si 1.776 -1.631 -2.913 0.52
O 2.701 -0.277 -3.388 -0.51
Si 2.468 1.101 -2.408 0.54
H 0.370 2.703 2.745 0.06
H -1.160 3.564 3.279 0.07
H -0.304 4.020 1.782 0.07
H -2.470 2.729 1.486 0.10
H -1.080 2.168 0.550 0.09
H -2.349 0.219 1.547 0.10
H -2.287 1.001 3.150 0.11
H 0.182 0.632 3.315 0.09
H -0.726 -0.885 3.047 0.11
H 0.433 0.573 0.626 0.07
H 1.527 -0.313 1.707 0.11
H 1.055 -1.938 0.117 0.07
H -0.027 -2.420 1.447 0.11
H -1.875 -2.142 0.134 0.10
H -1.369 -0.535 -0.467 0.10
H -1.720 -2.549 -2.099 0.10
H -0.128 -3.192 -1.518 0.09
H -0.590 -1.494 -3.696 0.07
H -0.349 -0.271 -2.422 0.06
H 1.928 -2.632 -3.993 -0.03
H 2.287 -2.295 -1.695 -0.02
H 3.660 1.958 -2.423 -0.07
H 2.103 0.772 -1.021 -0.07
H 1.358 1.874 -3.011 -0.06

---

(4)
21
Properties=species:S:1:pos:R:3:lowdin_spin:R:1 method="wB97M-V/def2-TZVPD" charge=0 e_lumo_ev="0.623 / -0.148" spin_multiplicity=2 gap_ev="6.4 / 5.6"
C -2.090 2.109 0.065 0.00
O -0.879 2.364 0.684 0.00
C -2.409 0.619 0.081 0.01
O -1.211 -0.047 -0.358 0.18
C -1.073 -1.370 -0.073 0.61
C 0.316 -1.844 -0.267 0.09
O 1.187 -0.856 0.271 0.01
Pb 0.583 1.189 0.256 0.00
H -2.091 2.450 -0.993 0.00
H -2.939 2.625 0.557 0.00
H -3.239 0.349 -0.588 0.00
H -2.629 0.274 1.102 0.00
H -1.951 -2.011 -0.161 0.04
H 0.558 -1.987 -1.341 0.03
H 0.468 -2.807 0.244 0.01
O 2.450 1.705 -0.216 0.00
H 3.084 1.967 0.451 0.00
C 2.665 -1.116 0.078 0.00
H 2.978 -0.946 -0.964 0.00
H 2.805 -2.111 0.529 0.00
H 3.416 -0.556 0.642 0.00

---

(5)
9
Properties=species:S:1:pos:R:3:lowdin_charge:R:1 method="wB97M-V/def2-TZVPD" charge=0 e_lumo_ev=0.648 gap_ev=8.8
C 0.607 0.573 -0.372 -0.27
O 0.993 -0.681 0.064 -0.14
O -1.961 -1.087 -0.275 -0.48
P -1.814 0.525 -0.083 0.80
H 0.802 0.791 -1.412 0.05
H 0.926 1.332 0.328 0.05
H 0.923 -1.313 -0.660 0.09
H -1.311 -1.610 0.205 0.02
H -1.622 0.543 1.319 -0.12

---

(6)
44
Properties=species:S:1:pos:R:3:lowdin_charge:R:1 method="wB97M-V/def2-TZVPD" charge=0 e_lumo_ev=-0.786 smiles="C#CCP(B(N)O)C(=O)NC(=O)F.COCCNCCOC" gap_ev=7.7
C -2.459 0.663 -1.611 0.04
C -1.393 1.115 -2.447 -0.13
C -0.086 1.267 -3.479 -0.35
P 0.322 -0.473 -4.252 1.05
B 0.308 -0.127 -6.166 -0.62
N -0.867 0.751 -6.661 0.06
O 1.363 -0.632 -7.083 -0.03
C 2.040 -1.056 -3.654 -0.43
O 2.842 -0.106 -3.099 -0.08
N 2.597 -2.468 -3.762 0.08
C 2.237 -3.295 -2.510 -0.19
O 1.140 -3.046 -1.755 -0.01
F 3.142 -4.416 -2.110 -0.01
H -3.207 -0.016 -0.975 0.07
H 0.872 1.627 -2.881 0.10
H -0.398 1.982 -4.352 0.08
H -1.096 0.424 -7.648 0.09
H -1.702 0.568 -6.031 0.08
H 1.018 -1.416 -7.635 0.12
H 3.645 -2.352 -3.668 0.14
C 1.617 -1.015 4.760 -0.12
O 0.311 -1.373 4.327 -0.20
C -0.722 -0.837 5.168 -0.20
C -1.548 0.204 4.397 -0.21
N -0.765 1.420 4.146 -0.06
C -1.407 2.346 3.211 -0.20
C -1.579 1.868 1.755 -0.23
O -0.343 1.701 1.056 -0.20
C 0.257 0.425 1.220 -0.10
H 2.340 -1.548 4.138 0.09
H 1.784 0.058 4.636 0.08
H 1.776 -1.302 5.803 0.09
H -0.323 -0.424 6.101 0.12
H -1.375 -1.677 5.431 0.12
H -2.437 0.457 4.976 0.12
H -1.867 -0.256 3.453 0.10
H 0.141 1.158 3.767 0.07
H -0.791 3.254 3.199 0.12
H -2.386 2.637 3.611 0.12
H -2.117 2.657 1.218 0.12
H -2.202 0.972 1.673 0.10
H -0.476 -0.370 1.363 0.09
H 0.962 0.449 2.054 0.07
H 0.835 0.203 0.318 0.08

---

(7)
49
Properties=species:S:1:pos:R:3:lowdin_spin:R:1 method="wB97M-V/def2-TZVPD" charge=0 e_lumo_ev="-0.261 / -0.274" spin_multiplicity=2 gap_ev="7.5 / 7.5"
Co -0.033 -0.471 0.036 0.99
O -1.445 -0.584 -1.571 0.00
S -1.015 0.728 -2.104 0.00
O -1.942 1.821 -2.063 0.00
N 0.316 0.939 -1.280 0.01
C 0.792 2.105 -0.694 0.00
C 0.858 3.362 -1.233 0.00
C 1.453 4.414 -0.500 0.00
C 1.994 4.214 0.737 0.00
C 1.930 2.928 1.331 0.00
C 2.450 2.611 2.606 0.00
C 2.312 1.347 3.102 0.00
C 1.620 0.382 2.347 0.00
N 1.133 0.640 1.158 -0.01
C 1.302 1.893 0.623 0.00
C -0.572 0.462 -3.789 0.00
C 0.326 -0.555 -4.099 0.00
C 0.677 -0.756 -5.421 0.00
C 0.133 0.050 -6.416 0.00
C -0.762 1.056 -6.095 0.00
C -1.123 1.269 -4.770 0.00
H 0.458 3.543 -2.221 0.00
H 1.493 5.399 -0.946 0.00
H 2.465 5.026 1.276 0.00
H 2.954 3.379 3.180 0.00
H 2.700 1.077 4.074 0.00
H 1.442 -0.613 2.735 0.00
H 0.731 -1.173 -3.309 0.00
H 1.373 -1.543 -5.681 0.00
H 0.410 -0.112 -7.450 0.00
H -1.185 1.676 -6.875 0.00
H -1.823 2.044 -4.488 0.00
Br 1.126 -2.895 0.162 0.03
C 0.109 -3.362 1.709 0.00
C 0.341 -4.570 2.287 0.00
C -0.422 -4.932 3.422 0.00
C -1.373 -4.084 3.907 0.00
C -1.615 -2.826 3.298 0.00
C -2.613 -1.949 3.782 0.00
C -2.831 -0.751 3.165 0.00
C -2.050 -0.366 2.050 0.00
C -1.060 -1.166 1.534 -0.03
C -0.853 -2.426 2.167 0.00
H 1.086 -5.243 1.886 0.00
H -0.246 -5.891 3.892 0.00
H -1.966 -4.364 4.770 0.00
H -3.202 -2.248 4.641 0.00
H -3.604 -0.087 3.532 0.00
H -2.253 0.599 1.594 0.00

---

(8)
15
Properties=species:S:1:pos:R:3:lowdin_charge:R:1 method="wB97M-V/def2-TZVPD" charge=0 e_lumo_ev="-0.644 / -0.340" gap_ev="7.9 / 8.2"
C -1.367 -1.147 0.023 -0.30
C 0.741 -0.168 1.276 -0.12
C 1.228 -0.817 -0.732 -0.01
C -0.540 -0.019 0.390 -0.21
C -1.024 1.228 -0.227 -0.07
O -2.292 -1.020 -0.751 0.00
O 1.672 -0.987 0.517 -0.11
H -1.053 -2.187 0.460 0.16
H 1.246 0.784 1.564 0.13
H 0.534 -0.507 2.246 0.09
H 1.271 -1.596 -1.430 0.08
H 1.559 0.057 -1.305 0.10
H -1.847 0.945 -0.866 0.06
H -0.155 1.617 -0.800 0.09
H -1.462 2.029 0.444 0.11

---

Number 1: electronic energy -1837.29628 a.u.. Number 2: electronic energy -987.23600 a.u.. Number 3: electronic energy -1011.57340 a.u.. Number 4: electronic energy -690.64016 a.u.. Number 5: electronic energy -532.87142 a.u.. Number 6: electronic energy -1438.58826 a.u.. Number 7: electronic energy -5577.84126 a.u.. Number 8: electronic energy -345.63646 a.u..